(1)
{"formula": "C15H16N2O4S", "method": "ωB97M-V/def2-TZVPD", "fmax_ev_per_a": 1.381, "homo_ev": -8.617, "total_energy_ev": -37820.8099, "charge": 0, "symbols": ["C", "H", "H", "H", "O", "C", "O", "C", "C", "N", "C", "N", "C", "O", "C", "O", "C", "C", "C", "C", "C", "C", "H", "H", "H", "C", "H", "H", "H", "H", "H", "H", "H", "S", "C", "H", "H", "H"], "positions_angstrom": [[1.81173, 3.32097, -3.30225], [2.59238, 3.47301, -2.55384], [1.37849, 4.27142, -3.60206], [2.24539, 2.80669, -4.16242], [0.74828, 2.55729, -2.75655], [1.06285, 1.31797, -2.34438], [2.17714, 0.85367, -2.41592], [-0.10132, 0.63991, -1.79849], [-0.21977, -0.65274, -1.33815], [-1.44746, -0.96645, -0.86558], [-2.27144, 0.02475, -0.92121], [-3.57012, -0.00574, -0.49025], [-4.07263, -0.66385, 0.61034], [-5.25837, -0.71605, 0.80896], [-3.01890, -1.25229, 1.53776], [-2.06033, -0.24799, 1.78931], [-0.74846, -0.61273, 1.93720], [0.19154, 0.37505, 1.65427], [1.54858, 0.11562, 1.73888], [1.96300, -1.15023, 2.14247], [1.03257, -2.12425, 2.45103], [-0.32545, -1.86973, 2.34596], [-1.03699, -2.64193, 2.59332], [1.36268, -3.10069, 2.77407], [3.01790, -1.36970, 2.21232], [2.54687, 1.15901, 1.34407], [3.47108, 1.04657, 1.90563], [2.78133, 1.05218, 0.28386], [2.15083, 2.15865, 1.50586], [-0.16497, 1.34848, 1.35182], [-2.56646, -2.11747, 1.03907], [-3.51298, -1.56926, 2.46426], [-4.23342, 0.58595, -0.97655], [-1.60860, 1.49099, -1.62082], [0.84193, -1.68763, -1.34227], [0.46974, -2.58601, -1.83063], [1.09854, -1.94491, -0.31573], [1.72480, -1.31856, -1.85333]], "atomic_forces_ev_per_a": [[0.4, 0.1, -0.1], [-0.1, 0.0, -0.1], [0.0, 0.0, 0.0], [0.0, 0.1, 0.1], [-0.3, 0.0, 0.1], [0.3, -0.2, -0.1], [0.0, 0.2, 0.0], [-0.4, -0.3, 0.1], [0.5, 0.9, -0.4], [-0.7, -0.6, 0.2], [0.8, 0.8, -0.7], [-0.6, 0.4, -0.3], [0.3, -0.1, 0.3], [-0.2, -0.1, 0.1], [-0.2, -0.4, 0.2], [0.1, 0.1, 0.1], [0.3, 0.0, 0.0], [-0.2, -0.1, 0.1], [-0.1, -0.1, 0.1], [0.0, -0.1, 0.1], [0.1, 0.0, 0.0], [-0.3, 0.0, 0.0], [-0.1, -0.1, 0.0], [0.0, -0.1, 0.0], [0.1, 0.0, 0.0], [0.0, 0.0, -0.1], [0.1, 0.0, 0.0], [0.1, 0.1, -0.1], [0.0, 0.1, 0.0], [-0.1, 0.1, -0.1], [0.0, 0.1, 0.1], [0.0, 0.1, -0.2], [0.0, -0.2, 0.1], [-0.1, -0.7, 0.4], [0.1, 0.0, 0.0], [0.0, -0.1, 0.0], [0.0, 0.0, 0.1], [0.0, -0.1, 0.0]], "mulliken_charge": [-0.71, 0.30, 0.22, 0.31, -0.31, 0.40, -0.63, 1.26, -0.32, -0.34, 0.54, -0.07, 0.09, -0.61, -0.47, -0.47, 0.32, 0.03, 0.80, -0.74, -0.71, -0.49, 0.46, 0.39, 0.38, -1.55, 0.46, 0.20, 0.36, 0.45, 0.42, 0.41, 0.27, -0.27, -1.19, 0.36, 0.17, 0.28]}

(2)
{"formula": "C15H16N4O2", "method": "ωB97M-V/def2-TZVPD", "fmax_ev_per_a": 5.375, "homo_ev": -7.560, "total_energy_ev": -25866.6996, "charge": 0, "symbols": ["N", "N", "O", "O", "C", "C", "C", "C", "C", "C", "C", "C", "C", "C", "N", "N", "C", "C", "C", "C", "C", "H", "H", "H", "H", "H", "H", "H", "H", "H", "H", "H", "H", "H", "H", "H", "H"], "positions_angstrom": [[-1.13514, -1.07255, 4.57121], [-1.53745, 0.16313, 2.63201], [-1.60246, 2.71731, 0.25743], [1.65176, 0.37673, -0.96184], [-2.74400, 3.48260, 0.01173], [-3.83162, 2.98909, 0.58363], [-3.48050, 1.73795, 1.18483], [-2.10905, 1.57307, 0.87840], [0.55623, -2.30154, 3.62114], [-1.21075, 0.55526, 1.43409], [-0.09789, 0.11665, 0.81777], [0.54443, -0.96740, 1.35986], [-0.83578, -0.69325, 3.34353], [0.20182, -1.39464, 2.70679], [1.59290, -3.14203, 3.59068], [-0.27231, -2.14893, 4.74135], [0.31666, 0.64386, -0.44410], [3.39967, -1.09864, -1.36718], [1.10505, -1.72905, -1.87701], [1.83096, -1.37444, 0.65127], [1.95008, -0.95496, -0.81352], [-2.65671, 4.44507, -0.47243], [-4.85185, 3.35251, 0.61772], [-4.17356, 1.03789, 1.63817], [2.18560, -3.07098, 2.78514], [1.39129, -4.08303, 3.99817], [-0.23758, -2.73414, 5.65291], [0.46689, 1.77261, -0.45164], [-0.34051, 0.30250, -1.29086], [3.39278, -0.71803, -2.45326], [3.76764, -2.17239, -1.41435], [4.12486, -0.50917, -0.84435], [0.08148, -1.82616, -1.54081], [1.58126, -2.64908, -2.02133], [1.17703, -1.26861, -2.81320], [2.53700, -0.85980, 1.39729], [2.07635, -2.40103, 0.84540]], "atomic_forces_ev_per_a": [[0.1, -1.4, 0.4], [-2.3, 2.1, 0.3], [-2.4, -0.8, -0.3], [-0.7, 0.8, 1.6], [1.5, 1.2, 0.0], [-1.3, -1.5, 0.8], [2.4, -0.1, -1.4], [-2.3, 1.1, 1.2], [-0.9, -0.7, 2.7], [-2.3, 1.4, 2.3], [2.5, -3.0, 0.0], [1.0, 0.0, 0.3], [-0.3, -0.1, -0.6], [-0.4, 1.6, -2.3], [0.8, -2.8, 1.4], [1.2, -0.5, -0.1], [1.6, 3.0, -4.2], [-0.2, -0.8, -1.6], [-0.2, 0.1, 2.7], [0.2, 0.6, 2.2], [1.8, -1.3, -1.8], [0.6, -0.3, -0.1], [0.4, 0.4, -0.3], [0.5, 0.1, 0.1], [0.0, -0.5, 0.0], [0.8, 1.2, -0.9], [-0.1, 1.8, -2.4], [-1.3, -1.3, 0.2], [-0.1, 0.7, 0.8], [0.0, -0.5, 1.6], [-0.6, 1.2, 0.2], [0.3, 0.4, 0.5], [-0.3, -0.3, -0.2], [0.2, -1.9, 0.0], [-0.1, 1.2, -1.2], [-0.1, -0.2, -1.7], [-0.1, -0.9, -0.5]], "mulliken_charge": [-0.97, -0.52, -0.26, -0.45, -0.62, -0.40, -0.47, -0.02, -0.17, 0.49, 1.49, 1.05, -0.27, 0.25, -0.49, 0.14, -1.03, -1.68, -1.85, -1.34, 1.31, 0.42, 0.41, 0.47, 0.18, 0.23, 0.25, 0.30, 0.21, 0.36, 0.33, 0.41, 0.40, 0.53, 0.45, 0.43, 0.44]}

(3)
{"formula": "C15H16N4O2S2", "method": "ωB97M-V/def2-TZVPD", "fmax_ev_per_a": 1.888, "homo_ev": -8.471, "total_energy_ev": -47540.8845, "charge": 0, "symbols": ["C", "C", "O", "N", "C", "N", "N", "C", "S", "C", "H", "H", "C", "O", "N", "C", "C", "C", "C", "C", "C", "C", "C", "C", "H", "H", "H", "H", "H", "H", "H", "H", "H", "H", "S", "H", "H", "H", "H"], "positions_angstrom": [[5.38660, 1.48159, 0.83927], [5.81295, 0.57921, 1.95870], [6.71916, 0.81950, 2.71858], [5.11324, -0.60218, 2.11991], [4.04727, -1.14810, 1.47235], [3.47318, -2.21662, 1.93034], [2.44599, -2.62661, 1.21269], [2.20119, -1.90110, 0.18195], [0.94351, -2.27815, -0.94949], [0.40927, -0.59143, -1.44097], [-0.37786, -0.73456, -2.17721], [1.26928, -0.09181, -1.88871], [-0.03683, 0.20055, -0.22700], [0.78877, 0.77128, 0.46604], [-1.36131, 0.29002, 0.03187], [-2.39595, -0.31616, -0.70916], [-2.40734, -1.67122, -1.01412], [-3.44430, -2.19639, -1.76581], [-4.47767, -1.38304, -2.19743], [-4.49142, -0.04195, -1.85130], [-3.45769, 0.50099, -1.10900], [-3.44059, 1.90950, -0.60291], [-3.13219, 1.81242, 0.89315], [-1.74005, 1.22050, 1.09707], [-1.67843, 0.69835, 2.05788], [-0.98172, 2.00946, 1.10239], [-3.17534, 2.79313, 1.36673], [-3.88638, 1.17634, 1.36117], [-4.39887, 2.39875, -0.77613], [-2.65948, 2.49098, -1.10089], [-5.31067, 0.59088, -2.15988], [-5.28291, -1.79603, -2.78546], [-3.44484, -3.24865, -2.00487], [-1.62071, -2.31654, -0.65624], [3.32177, -0.54818, -0.00586], [5.41188, -1.15329, 2.91998], [5.99467, 2.38161, 0.87106], [4.33641, 1.74939, 0.94191], [5.52743, 0.98756, -0.12062]], "atomic_forces_ev_per_a": [[0.1, 0.2, 0.1], [-0.1, -0.1, -0.1], [0.2, 0.2, 0.1], [0.4, -0.2, 0.6], [-0.6, 0.2, -1.1], [1.4, 0.4, 1.2], [-1.3, -0.6, -0.7], [0.6, 0.8, -0.2], [-0.3, 0.0, -0.4], [0.3, -0.3, 0.3], [0.1, 0.0, 0.0], [-0.2, 0.1, 0.0], [0.3, 0.0, -0.4], [-0.1, 0.1, 0.0], [-0.3, 0.2, 0.2], [-0.4, -0.3, -0.3], [-0.1, 0.1, 0.1], [0.0, 0.0, -0.1], [-0.1, -0.1, 0.0], [0.1, 0.0, 0.0], [0.1, 0.0, 0.0], [-0.1, 0.0, 0.1], [0.0, 0.0, -0.1], [0.1, 0.3, 0.5], [0.1, 0.1, 0.0], [-0.2, -0.1, 0.0], [0.0, 0.0, 0.1], [0.0, 0.1, 0.0], [0.0, 0.0, -0.1], [0.0, 0.1, 0.0], [-0.1, 0.1, 0.0], [-0.1, 0.0, 0.0], [0.0, -0.1, 0.0], [0.0, 0.0, 0.1], [0.0, -1.0, 0.6], [0.0, 0.1, -0.1], [0.0, 0.0, 0.0], [-0.1, 0.0, 0.0], [0.0, 0.0, -0.1]], "mulliken_charge": [-1.28, 0.83, -0.61, -0.11, 0.37, -0.47, -0.46, 0.68, -0.15, -1.11, 0.50, 0.51, 0.86, -0.70, 0.13, 0.04, -0.33, -0.76, -0.65, -0.85, 0.73, -0.95, -0.69, -0.74, 0.27, 0.45, 0.39, 0.40, 0.39, 0.32, 0.40, 0.39, 0.42, 0.69, -0.21, 0.26, 0.30, 0.40, 0.36]}

(4)
{"formula": "C15H16NO6PSSe2Ti", "method": "ωB97M-V/def2-TZVPD", "fmax_ev_per_a": 1.130, "homo_ev": -1.627, "total_energy_ev": -203529.5528, "charge": -2, "symbols": ["Ti", "N", "C", "C", "C", "O", "O", "H", "H", "H", "H", "H", "H", "O", "S", "O", "O", "O", "Se", "P", "Se", "C", "C", "C", "C", "C", "C", "C", "C", "C", "C", "C", "C", "H", "H", "H", "H", "H", "H", "H", "H", "H", "H"], "positions_angstrom": [[1.25361, 0.75916, 0.15722], [0.78728, -0.09196, 2.19473], [0.09835, 0.73042, 3.19728], [0.58504, 2.17766, 3.16272], [0.02012, 2.87946, 1.93679], [-0.73636, 3.83117, 2.04737], [0.37152, 2.34404, 0.81196], [0.29405, -0.97667, 2.04370], [1.73262, -0.30732, 2.50464], [0.24017, 0.31134, 4.19974], [-0.97047, 0.69344, 2.97702], [1.67754, 2.19314, 3.10583], [0.25389, 2.70672, 4.05609], [-0.38986, -1.02533, -2.63965], [-0.37037, 0.20474, -1.89577], [-0.58015, -0.00618, -0.40641], [-1.18591, 1.27060, -2.41286], [1.11991, 0.71146, -1.75686], [3.46162, 1.39824, 0.56885], [1.94375, -2.01557, 0.27102], [0.27855, -3.33908, 0.73436], [3.27597, -2.40798, 1.51116], [3.04385, -3.26949, 2.58072], [4.04670, -3.54540, 3.50252], [5.30000, -2.96722, 3.36566], [5.54261, -2.11128, 2.29860], [4.54169, -1.83214, 1.38082], [2.82859, -2.59702, -1.23314], [2.68994, -3.89877, -1.70380], [3.38544, -4.31419, -2.82913], [4.21820, -3.42849, -3.50169], [4.34136, -2.12259, -3.04796], [3.64426, -1.70302, -1.92313], [2.06239, -3.72094, 2.66967], [3.84528, -4.21904, 4.32866], [6.08408, -3.17893, 4.08456], [6.51466, -1.64608, 2.18148], [4.73672, -1.14513, 0.56957], [2.01709, -4.56886, -1.18096], [3.26826, -5.33008, -3.19042], [4.75429, -3.75006, -4.38790], [4.96732, -1.41568, -3.58012], [3.71320, -0.67289, -1.58820]], "atomic_forces_ev_per_a": [[1.0, 0.1, 0.4], [-0.1, 0.1, -0.1], [0.0, 0.0, 0.0], [-0.1, 0.0, 0.0], [-0.1, -0.1, 0.1], [0.1, 0.1, 0.0], [-0.1, 0.0, -0.1], [0.0, 0.0, 0.0], [-0.1, 0.0, 0.0], [0.0, 0.0, 0.0], [0.0, 0.0, 0.0], [0.0, 0.0, 0.0], [0.0, 0.0, 0.0], [0.0, 0.0, 0.0], [0.5, 0.0, 0.2], [-0.5, -0.2, 0.1], [-0.1, 0.0, -0.1], [-0.1, 0.1, -0.2], [-0.5, -0.2, -0.1], [0.0, 0.3, -0.1], [0.0, 0.0, 0.0], [0.0, -0.1, 0.0], [0.0, 0.1, 0.0], [0.0, 0.0, 0.0], [0.0, 0.0, 0.0], [0.0, 0.0, 0.0], [0.0, 0.0, 0.0], [-0.1, 0.0, -0.1], [0.0, 0.0, 0.0], [0.0, 0.0, 0.0], [0.0, 0.0, 0.0], [0.0, 0.0, 0.0], [0.0, 0.0, 0.0], [0.0, 0.0, 0.0], [0.0, 0.0, 0.0], [0.0, 0.0, 0.0], [0.0, 0.0, 0.0], [0.0, 0.0, 0.0], [0.0, 0.0, 0.0], [0.0, 0.0, 0.0], [0.0, 0.0, 0.0], [0.0, 0.0, 0.0], [0.0, 0.0, 0.0]], "mulliken_charge": [0.76, -0.03, -0.71, -0.51, 0.59, -0.72, -0.52, -0.03, 0.17, 0.41, 0.34, 0.21, 0.30, -0.64, 1.22, -0.46, -0.65, -0.48, -0.70, 0.61, -0.72, 0.61, -0.15, -0.57, -0.35, -0.81, -0.40, 0.58, -0.61, -0.48, -0.40, -0.84, -0.06, 0.26, 0.35, 0.34, 0.36, 0.23, 0.26, 0.35, 0.34, 0.38, 0.16]}

Sequential energy relative to the best compared isomer or geometry (same formula, charge and spin) output: 13.03, 103.96, 2.97, 0.00 kcal per mole
Sequential HOMO-LUMO gap output: 8.7, 7.7, 8.8, 6.2 eV